# 1
# C12H30F4Li2N2O16P2S4

A structure of composition C12H30F4Li2N2O16P2S4 (the ωB97M-V functional and the def2-TZVPD basis, OMol25).

Results
- 2S+1: 1
- Energy relative to the best compared isomer or geometry (same formula, charge and spin): 66.4 kJ/mol
- HOMO level: -0.3844 hartree
- E_tot: -121876.4559 eV
- Orbital gap: 10.17 eV
- LUMO: -0.29 eV

The geometry in XYZ format:
```
72
Properties=species:S:1:pos:R:3:forces:R:3
S 1.5907 2.3336 -2.9984 0.8786 4.4909 2.4151
S 0.5946 0.2672 -3.8462 -2.8503 -2.4285 1.3667
S -3.7544 3.2746 -2.0209 2.1168 3.9723 1.0212
S -3.6721 0.8154 -1.3574 1.7048 -1.6249 0.2082
P 0.4013 -5.0104 0.9185 -0.3981 0.5872 -0.5911
P 0.2280 3.5337 0.9850 0.0883 0.1450 0.2603
F 1.0751 3.7867 -2.5216 -0.2207 -0.3899 -0.5972
F -2.5938 -0.3246 -1.5603 0.1093 0.2182 -0.3162
F -0.7411 -0.4912 -3.4197 -0.0599 0.1416 -0.1601
F -2.6668 4.3615 -1.5368 0.1667 -0.2405 -0.1709
O 1.6632 3.0346 1.3352 -0.2791 -0.1190 -0.2504
O 0.0021 -3.6893 0.1585 -0.1721 -0.1135 -0.0587
O -3.7723 0.8648 0.0492 -0.3892 0.4571 0.0939
O -0.3727 3.8759 2.4004 -0.0560 0.0450 0.4027
O -0.6190 2.6399 0.1840 -0.2117 -0.6912 -0.5751
O -3.9834 3.7411 -3.3397 -0.4850 -0.7014 -0.9232
O 1.7517 -4.9924 1.4538 0.5610 -0.4059 0.7392
O 2.3472 1.9672 -1.8540 -0.0182 -0.7679 -0.2715
O 2.2126 2.5652 -4.2515 -0.3070 -0.6546 -0.1858
O 0.5365 0.2766 -5.2401 -0.0923 0.8890 -1.5391
O -0.8141 -5.1629 1.9235 0.2006 -0.1568 0.1366
O 0.1369 -6.0716 -0.2120 -0.3015 -0.3175 0.0274
O 0.4574 4.8708 0.2286 -0.1393 0.6945 -0.4955
O -4.7327 0.5014 -2.2301 -0.6486 0.0663 -0.1244
O 1.6055 -0.4526 -3.1786 0.7643 0.3840 0.3615
O -4.6907 3.3842 -0.9676 -0.7031 -1.0857 -0.4291
N 0.1069 1.6822 -3.0491 2.1114 -1.5837 -2.1325
N -2.7287 2.0336 -2.0153 -2.5696 -1.0903 0.7735
C -1.7718 4.1553 2.5213 -1.9066 -1.4013 -0.1458
C 0.6218 -1.4072 -0.1674 -0.2309 -0.7848 -2.0217
C 0.1364 -2.4459 0.8185 -0.2265 1.7871 1.1033
C 3.3887 1.3713 1.2372 0.0897 -0.2643 -0.3812
C -2.1946 5.4577 1.9148 -0.0068 0.4984 0.0675
C 0.8723 -7.2910 -0.2511 0.5327 -1.1158 -1.0784
C -1.0522 -6.4193 2.5712 -0.3430 -0.2038 0.6685
C 1.9703 1.6848 1.6764 1.4553 -0.8794 1.0534
C -2.0596 -7.2797 1.8365 0.1951 -0.3591 0.2733
C 2.0554 -7.1343 -1.1875 0.5152 1.4083 0.4211
C 2.7463 5.6818 0.1060 0.5678 -0.0816 1.2019
C 1.3609 5.8843 0.6914 1.0539 0.1725 0.6152
Li -0.9337 1.7941 -1.4756 0.5100 0.0940 1.8083
Li -1.7364 2.3025 -3.6455 -0.0471 0.1505 -0.8050
H 0.1914 -1.7160 -1.1323 -0.0811 -0.0492 0.1059
H -2.3433 3.3100 2.1116 0.3351 0.1395 -0.6122
H -2.9328 -6.7056 1.5358 0.0706 0.0505 -0.1575
H 1.7646 -6.6872 -2.1387 -0.2899 -0.4476 -0.1291
H -2.3068 5.4419 0.8326 0.4797 -0.0762 -0.0831
H 3.2557 4.8647 0.6227 -0.3954 -0.5831 -0.6171
H 2.7183 5.5707 -0.9723 0.1949 -0.0117 -0.0246
H -1.6086 -7.8072 0.9984 -0.1484 0.2229 -0.2308
H 1.3239 0.9007 1.2849 -0.4623 0.6043 -0.4384
H -1.4589 6.1945 2.2458 -0.2023 0.3101 -0.2977
H -0.1305 -6.9723 2.7737 0.1634 0.1686 -0.2862
H 1.6838 -1.4549 -0.4092 0.1202 0.2761 0.5356
H 0.7689 -2.4700 1.7119 0.3416 -0.5364 -0.2879
H 2.6812 -6.3489 -0.7467 0.2306 -0.2719 0.0361
H -2.3977 -8.0539 2.5307 -0.0327 0.0300 0.0024
H 3.4409 1.3034 0.1491 0.0654 -0.0534 0.1197
H 1.9479 1.5585 2.7632 -0.3058 0.4139 0.0289
H 3.4200 6.4764 0.4458 -0.4166 0.5506 -0.5588
H 0.2305 -8.0694 -0.6717 -0.3918 0.2509 0.2016
H -2.1421 4.0596 3.5438 1.1091 0.4826 0.4341
H -0.8155 -2.0957 1.2381 -0.2641 -0.4691 -0.3874
H 1.4081 5.8360 1.7831 -0.0097 0.0048 -0.0054
H 2.6682 -8.0198 -1.3337 -0.2236 -0.1784 0.0455
H 1.2037 -7.6503 0.7243 -0.0752 0.3712 0.1645
H 3.6666 0.4100 1.6754 -0.0530 -0.0849 -0.1630
H -1.4467 -6.1802 3.5594 -0.0317 0.2102 -0.0664
H -3.1803 5.7585 2.2720 0.0773 -0.0874 0.2969
H 1.0251 6.8916 0.4515 -0.6876 -0.3101 -0.3543
H 0.2407 -0.3899 -0.1003 0.2246 0.0631 0.8153
H 4.1523 2.0753 1.5676 -0.3006 0.2694 0.1471
```
Forces are in eV/Å.

=====

# 2
# C12H30IO3P2RhSi

A structure of composition C12H30IO3P2RhSi (the ωB97M-V functional and the def2-TZVPD basis, OMol25).

Results
- 2S+1: 5
- Energy relative to the best compared isomer or geometry (same formula, charge and spin): 9.2 kJ/mol
- HOMO level (alpha / beta): -0.4677 / -0.5776 hartree
- E_tot: -56620.1057 eV
- Orbital gap (alpha / beta): 5.87 / 5.38 eV
- Charge: +2
- LUMO (alpha / beta): -6.86 / -10.33 eV

The geometry in XYZ format:
```
50
Properties=species:S:1:pos:R:3:forces:R:3
I -0.0186 -1.8541 -2.4443 -0.0357 -3.5441 1.1946
Rh 0.0007 0.1448 -0.9662 -0.0186 -1.0774 0.0816
P 2.2871 0.0606 -0.5936 1.0796 -0.5068 -0.1858
P -2.2871 0.1032 -0.5927 -1.0884 -0.4900 -0.1990
Si -0.0020 -0.3244 2.8581 0.0773 -1.6988 2.9991
O 0.0127 1.2270 -3.4528 -0.0092 -1.0670 -0.6444
O -0.0050 -0.6225 1.2780 -0.0060 1.3119 -1.7111
O 0.0277 3.1357 -1.3959 -0.0369 -3.9239 0.4185
C -0.0001 1.5368 3.2483 -0.0191 1.3386 -0.4610
C -3.2919 0.3941 -2.0737 -0.0120 0.1935 0.0648
C 0.0011 0.1003 -3.9128 0.0260 2.6547 -0.8957
C 2.6881 -1.6238 -0.0340 -0.0143 0.1662 0.1555
C 1.5363 -1.0601 3.6975 -0.0887 0.1486 -0.3338
C -2.8876 1.2553 0.6611 0.1504 0.1658 0.0283
C -0.0031 -0.3144 -5.3221 0.0005 0.7123 -1.0969
C -2.7190 -1.5731 -0.0319 0.0159 0.1671 0.1538
C 0.0172 1.9907 -1.1949 0.0568 5.9748 0.8636
C 3.2966 0.3331 -2.0745 0.0146 0.1967 0.0601
C 2.9078 1.2022 0.6605 -0.1437 0.1683 0.0206
C -1.5354 -1.0645 3.7019 0.0163 0.1350 -0.3225
H -4.3395 0.5360 -1.7715 0.2458 -0.0560 -0.1467
H -2.4715 -0.6298 3.3255 0.1605 -0.0928 0.1530
H 3.9937 1.0875 0.7617 -0.1955 -0.0257 -0.0135
H -0.8931 -0.9197 -5.5467 0.1880 0.0735 0.1688
H 3.2064 -0.5209 -2.7579 -0.0124 0.2068 0.1687
H -1.4820 -0.8824 4.7863 0.0242 -0.0235 -0.3304
H 1.4858 -0.8749 4.7815 -0.0082 -0.0341 -0.3243
H -2.4102 1.0546 1.6264 -0.1496 0.0089 -0.2485
H 2.4707 -0.6251 3.3172 -0.1584 -0.0969 0.1588
H -3.9751 1.1596 0.7627 0.1887 -0.0287 -0.0161
H -2.4644 -2.2959 -0.8156 -0.1476 0.1454 0.2107
H 2.4180 -2.3412 -0.8175 0.1523 0.1441 0.2110
H 3.7635 -1.6882 0.1807 -0.2472 -0.0118 0.0014
H 4.3465 0.4559 -1.7724 -0.2434 -0.0512 -0.1452
H -0.0054 1.6628 4.3444 0.0012 -0.5357 -0.3292
H 2.9533 1.2438 -2.5765 0.1622 -0.1345 -0.0231
H -1.5790 -2.1529 3.5394 0.0786 0.3101 0.0558
H -3.2173 -0.4614 -2.7573 0.0167 0.2090 0.1706
H -2.6468 2.2773 0.3494 -0.0922 -0.1029 0.0905
H -3.7949 -1.6170 0.1853 0.2473 -0.0171 0.0000
H 0.8760 -0.9345 -5.5480 -0.1807 0.0721 0.1696
H 0.0042 0.5805 -5.9795 -0.0048 -0.5059 0.2631
H -0.8821 2.0470 2.8427 0.1550 -0.2205 0.0689
H -2.9321 1.2985 -2.5756 -0.1650 -0.1330 -0.0225
H 2.6851 2.2282 0.3485 0.0907 -0.1071 0.0896
H -2.1340 -1.7982 0.8682 -0.2566 -0.0503 -0.2226
H 0.8897 2.0407 2.8517 -0.1494 -0.2296 0.0593
H 2.4269 1.0100 1.6258 0.1474 0.0095 -0.2469
H 2.1010 -1.8383 0.8673 0.2562 -0.0532 -0.2237
H 1.5808 -2.1488 3.5380 -0.0685 0.3058 0.0626
```
Forces are in eV/Å.

=====

# 3
# C12H30N2O8SV

A structure of composition C12H30N2O8SV (the ωB97M-V functional and the def2-TZVPD basis, OMol25).

Results
- 2S+1: 4
- Energy relative to the best compared isomer or geometry (same formula, charge and spin): 103.6 kJ/mol
- HOMO level (alpha / beta): -0.2481 / -0.2816 hartree
- E_tot: -68813.1374 eV
- Orbital gap (alpha / beta): 6.85 / 7.76 eV
- LUMO (alpha / beta): 0.10 / 0.10 eV

The geometry in XYZ format:
```
54
Properties=species:S:1:pos:R:3:forces:R:3
V 0.5589 -0.6321 0.2082 0.4660 -0.6714 0.9554
S 0.9153 -2.1421 2.5216 0.3636 -1.6051 1.7084
O 0.7294 -2.0897 -1.6721 -0.0785 -0.2155 -0.5629
O -4.4670 0.9379 1.4877 0.0021 -0.2835 -0.2803
O 0.8782 -2.6249 1.1075 -0.3301 -0.4102 -2.0786
O 0.0378 0.6436 -1.9514 0.0890 0.2648 -0.5039
O 0.7568 -0.6862 2.2970 -0.2813 3.0035 -0.4860
O 1.3970 1.4867 0.6756 -0.2194 0.7246 -0.6144
O -0.2335 -2.6394 3.2776 0.5016 0.0725 -0.2888
O 2.2270 -2.4119 3.1071 -0.5678 -0.0031 -0.1652
N 2.7076 -0.5889 -0.3992 0.7669 -0.0948 0.2199
N -1.6608 -0.2268 0.1829 -0.2840 -0.1839 0.3506
C 2.7850 1.4317 0.9338 0.8728 0.0756 0.0473
C -3.7033 -0.2634 1.6902 -0.1351 1.3331 0.1740
C -1.3544 0.4610 -2.1046 -0.7299 0.2414 0.3681
C -4.0822 2.0770 2.2235 0.1039 -0.2436 0.1418
C 3.4378 0.6672 -0.2167 -0.6127 0.9654 0.5689
C 2.9214 -1.1835 -1.7255 0.9088 -0.6803 0.3181
C -0.0892 -3.2182 -1.9484 0.5463 -0.5734 0.2037
C 0.4808 1.9235 -2.4079 -0.3894 -0.3061 0.5371
C -2.1930 -0.0861 1.5535 -0.3264 -1.1026 0.3281
C 0.7787 2.6118 1.2760 0.2670 -0.0123 0.6831
C 2.0918 -2.4362 -1.8768 0.0998 0.3537 -0.2617
C -2.1118 0.7542 -0.8049 -0.3978 -0.1330 -0.7721
H 2.2206 -2.8173 -2.8973 -0.0272 -0.0438 0.0298
H -3.5718 1.8200 3.1586 -0.1063 -0.0398 0.0190
H 1.1271 3.5645 0.8596 0.0522 -0.1715 -0.2730
H 0.1805 -4.0342 -1.2714 -0.3260 0.1528 0.3146
H -3.1832 0.6525 -1.0321 0.0303 -0.0962 0.1564
H 0.0557 2.1225 -3.3917 0.1630 0.0767 -0.0997
H -4.1407 -0.9401 0.9569 0.2948 -0.2893 0.0003
H 3.3487 1.3137 -1.0923 -0.0197 -0.2888 -0.2019
H -3.9035 -0.6547 2.6917 -0.0517 -0.0061 0.0388
H 2.4171 -3.2139 -1.1781 -0.2057 0.0693 0.1709
H -1.8263 0.8156 2.0370 -0.0255 0.1850 -0.1896
H -0.2993 2.5357 1.1560 0.0159 -0.1180 -0.0080
H -1.7641 -0.9019 2.1473 0.2592 0.0821 -0.1629
H 3.2324 2.4337 0.9684 -0.2544 0.0990 -0.1563
H 2.7444 -0.4862 -2.5433 -0.3648 0.2496 0.2607
H 1.0419 2.6213 2.3401 -0.3202 -0.0121 0.0001
H 0.1225 -3.6173 -2.9466 -0.1844 0.3624 -0.1973
H 3.0017 0.9977 1.9163 -0.3522 -0.3542 -0.0827
H -2.0720 -1.0976 -0.1553 0.3165 -0.1453 0.1393
H -3.4017 2.7128 1.6423 -0.1111 0.0595 0.0406
H 0.1505 2.6904 -1.7018 0.0931 0.1669 -0.0986
H 1.5652 1.9014 -2.4385 0.0321 0.0337 -0.0656
H -1.1345 -2.9482 -1.8522 -0.0471 0.0443 0.0703
H 3.9799 -1.4749 -1.8006 -0.0811 -0.0241 -0.2391
H 3.1525 -1.1971 0.2953 -0.5856 -0.4011 -0.1078
H -4.9980 2.6171 2.4638 0.1281 0.1466 -0.0488
H 4.5020 0.5488 0.0095 -0.0093 -0.2244 -0.1543
H -1.8021 1.0566 -2.9081 0.3965 0.1887 -0.0575
H -2.0231 1.7912 -0.4738 0.5007 -0.0979 0.1709
H -1.5307 -0.5775 -2.3943 0.1543 -0.1198 0.1408
```
Forces are in eV/Å.

=====

Q: energy relative to the best compared isomer or geometry (same formula, charge and spin) of number 2 (C12H30IO3P2RhSi)?
A: 9.2 kJ/mol

=====

Q: What is the E_tot in the third record?
A: -68813.1374 eV

=====

Q: What is the 2S+1 in the first record?
A: 1